[1]
Here is one molecule with the formula C6H10 from OMol25. Energies are from ωB97M-V/def2-TZVPD.

Each line ends with the Mulliken charge.
CARTESIAN COORDINATES (ANGSTROEM)
C -0.8175 -2.3233 -1.1164  0.05
H -0.8155 1.8980 -1.0692  0.36
H -0.6295 -3.1481 -1.7670  0.40
H 1.3004 -0.6948 1.6893  0.34
H 0.4444 0.7797 -1.6174  0.31
C 0.0584 0.6740 0.5168  0.57
H 0.8885 2.2499 -0.7306  0.38
C -1.1714 -0.2583 0.5380  -0.89
H 1.5516 -0.7852 -0.0594  0.32
H -2.0696 0.3147 0.2729  0.36
H 2.2049 0.5858 0.8560  0.40
H -0.0907 1.3925 1.3344  0.27
H -1.3320 -0.6371 1.5558  0.33
C 0.1466 1.4468 -0.7999  -1.40
C -1.0220 -1.3963 -0.3747  -0.38
C 1.3535 -0.0982 0.7713  -1.41

Properties
Energy = -6382.4917 eV
HOMO = -9.94 eV
SMILES string = C#CCC(C)C
Energy above the lowest of the compared OMol25 structures with the same formula, charge and spin = 31.5 kcal/mol
Frontier orbital gap = 11.0 eV



[2]
Here is C6H10 as an isolated structure in a non-equilibrium geometry from OMol25. Energies are from ωB97M-V/def2-TZVPD.

Each line ends with the Mulliken charge.
CARTESIAN COORDINATES (ANGSTROEM)
C -0.2132 -0.1705 -0.5717  0.21
H -1.9300 -1.1783 -0.0542  0.24
H 1.4486 0.9090 -1.5405  0.26
H 1.4213 -1.4466 -1.3142  0.25
H 0.9305 -0.0160 1.3186  0.31
C 0.8656 0.8812 -0.6045  -0.64
H -1.1732 1.6307 0.9376  0.19
C -1.3651 0.5560 0.9797  -1.11
C 1.5232 -0.1091 0.4073  -0.66
C 0.8306 -1.2458 -0.3955  -0.62
H 0.5439 -2.2052 0.0385  0.33
C -1.6416 -0.1457 -0.2867  -0.05
H 2.5932 -0.1124 0.5873  0.41
H 0.5839 1.8936 -0.3214  0.26
H -2.3086 0.3999 -0.9233  0.27
H -2.1050 0.3223 1.7598  0.35

Properties
Energy = -6379.2475 eV
HOMO (alpha / beta) = -7.19 / -7.07 eV
Energy above the lowest of the compared OMol25 structures with the same formula, charge and spin = 106.4 kcal/mol
Frontier orbital gap (alpha / beta) = 7.9 / 7.7 eV



[3]
Here is one molecule with the formula C6H10 from OMol25. Energies are from ωB97M-V/def2-TZVPD.

Each line ends with the Mulliken charge.
CARTESIAN COORDINATES (ANGSTROEM)
C 0.3302 -0.2719 -1.8938  -1.00
C -0.0113 -1.2764 0.3700  -0.04
H -1.2486 -1.6328 -1.3231  0.30
C -0.6958 -0.7969 -0.8790  -0.66
H 1.1472 -0.9914 -2.0133  0.34
H -0.1240 -0.1141 -2.8769  0.31
C 0.2805 0.8721 1.7213  0.15
H -0.7043 1.7101 0.0194  0.12
H 0.9431 -1.1213 2.1920  0.28
C -0.2711 1.8544 1.0028  -0.84
H -0.3087 2.8668 1.3978  0.24
H 0.6958 1.1554 2.6873  0.25
H 0.7683 0.6743 -1.5573  0.28
H -1.4396 -0.0254 -0.6511  0.36
C 0.4192 -0.5619 1.4191  -0.41
H 0.2191 -2.3413 0.3847  0.30

Properties
Energy = -6382.8608 eV
HOMO = -8.70 eV
SMILES string = C=C/C=C\CC
Energy above the lowest of the compared OMol25 structures with the same formula, charge and spin = 23.0 kcal/mol
Frontier orbital gap = 9.6 eV